The ion C5H14N3 with charge +1. Source: the OMol25 dataset; level of theory: ωB97M-V/def2-TZVPD.

Positions of all 22 atoms, in Å:
C 1.428 -1.697 1.189
C 1.444 -0.327 0.493
N 2.820 0.149 0.159
N 0.353 0.308 0.246
C 0.266 1.503 -0.511
C -0.992 -0.103 0.615
C -1.896 -0.417 -0.678
N -2.463 0.839 -1.086
H 2.315 -2.200 1.039
H 0.606 -2.312 0.801
H 1.227 -1.553 2.312
H 2.867 0.984 -0.413
H 3.476 -0.486 -0.235
H 0.232 2.380 0.093
H 1.023 1.600 -1.174
H -0.631 1.528 -1.090
H -1.434 0.675 1.226
H -0.855 -1.086 1.222
H -1.159 -0.871 -1.472
H -2.623 -1.205 -0.419
H -3.130 0.896 -1.969
H -2.871 1.394 -0.347

Cartesian forces (eV/Å) of the 3 atoms listed first:
C -2.557 1.986 1.199
C 4.044 -1.270 -0.355
N -4.592 0.474 0.543

- energy above the lowest of the compared OMol25 structures with the same formula, charge and spin (eV) = 2.181
- net charge = +1
- lowest unoccupied orbital energy (eV) = -3.3
- SMILES = CC(=[NH2+])N(C)CCN
- molecular weight (u) = 116.2

How is the electron density shared among the atoms? According to Löwdin, the charges in e are: number 1, C, carries 0.02; number 2, C, carries -0.19; number 3, N, carries 0.17; number 4, N, carries -0.09; number 5, C, carries -0.01; number 6, C, carries -0.10; number 7, C, carries -0.23; number 8, N, carries -0.07; number 9, H, carries 0.05; number 10, H, carries 0.09; number 11, H, carries 0.14; number 12, H, carries 0.09; number 13, H, carries 0.09; number 14, H, carries 0.12; number 15, H, carries 0.07; number 16, H, carries 0.07; number 17, H, carries 0.13; number 18, H, carries 0.14; number 19, H, carries 0.15; number 20, H, carries 0.11; number 21, H, carries 0.16; number 22, H, carries 0.08